1.
Entry from the OMol25 dataset: a 4-piece molecular cluster, C25H35N3O14P2S overall in a non-equilibrium geometry (ωB97M-V/def2-TZVPD).

Positions of all 80 atoms, in Å:
1 C 7.6228 -1.6068 0.8214
2 P 6.7120 -1.2025 -0.8258
3 O 7.4005 -2.0921 -2.1554
4 C 4.9047 -1.8240 -0.5834
5 C 4.4138 -3.3936 -0.7736
6 C 2.8348 -3.8754 -0.5062
7 S 2.3336 -5.6979 -0.6956
8 C 1.7517 -2.7265 -0.0649
9 C 2.2551 -1.1697 0.0911
10 C 3.7972 -0.6637 -0.1427
11 C 1.1309 -0.0307 0.5221
12 O 1.4674 0.9991 1.3029
13 C -0.4165 -0.3144 -0.0464
14 P -1.5151 1.1707 -0.5381
15 O -0.6114 2.6509 -0.7134
16 O -2.3362 0.9360 -2.0552
17 C -0.8788 -1.7578 -0.1353
18 C -2.4179 -2.1709 -0.6384
19 C -3.5278 -2.1253 0.5778
20 N -4.9670 -1.9034 0.0665
21 N -3.2898 -1.0476 1.6119
22 N -3.5982 -3.4644 1.3416
23 C 0.1415 -3.0190 0.2718
24 O -0.3052 -4.1460 0.8572
25 H 7.3925 -2.6941 1.1917
26 H 7.3311 -0.8790 1.7040
27 H 8.7720 -1.5381 0.6107
28 H 7.4934 -3.0542 -1.8905
29 H 5.2670 -4.1556 -1.1117
30 H 2.4304 -5.9973 -2.0908
31 H 4.0774 0.4620 0.0203
32 H 0.3608 2.5354 -0.4932
33 H -1.7655 0.4311 -2.7252
34 H -2.3299 -3.3200 -0.9500
35 H -2.7485 -1.6020 -1.6106
36 H -5.0185 -0.8722 -0.0847
37 H -5.1325 -2.4496 -0.8104
38 H -3.4192 -0.0826 1.2376
39 H -2.3932 -1.1671 2.1320
40 H -3.7836 -4.2364 0.6621
41 H -2.7311 -3.6180 1.9024
42 C -4.7420 2.2265 -6.7687
43 C -4.9213 0.9178 -6.0260
44 C -3.8063 0.6142 -5.0718
45 O -3.8276 -0.7999 -5.0149
46 C -4.3355 -1.2273 -6.2109
47 O -4.3146 -2.3823 -6.5959
48 O -4.8672 -0.1838 -6.9178
49 H -5.6209 2.4310 -7.3894
50 H -4.6058 3.0625 -6.0760
51 H -3.8839 2.1831 -7.4484
52 H -5.8955 0.8994 -5.5223
53 H -3.9797 1.0443 -4.0812
54 H -2.8218 0.9332 -5.4324
55 C 1.4019 -0.2132 4.3390
56 C 0.4998 -0.9773 5.2870
57 C 0.9666 -2.3750 5.5602
58 O -0.2401 -3.0460 5.8720
59 C -1.2352 -2.3783 5.2124
60 O -2.3748 -2.7882 5.0865
61 O -0.7785 -1.1904 4.7107
62 H 1.0547 0.8208 4.2397
63 H 2.4355 -0.1979 4.6976
64 H 1.3797 -0.6472 3.3333
65 H 0.3632 -0.4118 6.2169
66 H 1.6643 -2.4222 6.4012
67 H 1.4215 -2.8629 4.6908
68 C -0.2274 5.7051 2.2809
69 C 0.9501 6.4714 1.7128
70 C 1.0593 6.3799 0.2209
71 O 2.4458 6.5631 0.0030
72 C 3.0764 6.1221 1.1338
73 O 4.2770 5.9420 1.2284
74 O 2.1783 5.9076 2.1431
75 H -0.3003 5.8726 3.3608
76 H -1.1679 6.0188 1.8180
77 H -0.1036 4.6256 2.1407
78 H 0.9193 7.5151 2.0487
79 H 0.4815 7.1582 -0.2857
80 H 0.7701 5.4021 -0.1805

Computed properties:
E_HOMO, eV: -8.86
Structure (SMILES): CP(O)c1cc(S)c2c(c1)C(=O)C(P(O)O)=C(CC(N)(N)N)C2=O.C[C@@H]1COC(=O)O1.C[C@@H]1COC(=O)O1.C[C@@H]1COC(=O)O1
Gap between HOMO and LUMO, eV: 6.49

In elementary charge units, the Mulliken charges are: number 1, C, carries -0.861; number 2, P, carries 0.096; number 3, O, carries -0.475; number 4, C, carries 0.537; number 5, C, carries -0.345; number 6, C, carries -0.064; number 7, S, carries -0.211; number 8, C, carries 0.086; number 9, C, carries 0.341; number 10, C, carries -0.633; number 11, C, carries -0.131; number 12, O, carries -0.569; number 13, C, carries 0.799; number 14, P, carries 0.061; number 15, O, carries -0.421; number 16, O, carries -0.274; number 17, C, carries -0.245; number 18, C, carries -0.230; number 19, C, carries 0.146; number 20, N, carries -0.613; number 21, N, carries -0.498; number 22, N, carries -0.484; number 23, C, carries 0.224; number 24, O, carries -0.553; number 25, H, carries 0.283; number 26, H, carries 0.298; number 27, H, carries 0.289; number 28, H, carries 0.313; number 29, H, carries 0.127; number 30, H, carries 0.179; number 31, H, carries 0.300; number 32, H, carries 0.334; number 33, H, carries 0.301; number 34, H, carries 0.304; number 35, H, carries -0.002; number 36, H, carries 0.319; number 37, H, carries 0.281; number 38, H, carries 0.298; number 39, H, carries 0.145; number 40, H, carries 0.327; number 41, H, carries 0.242; number 42, C, carries -1.415; number 43, C, carries 0.524; number 44, C, carries -0.557; number 45, O, carries -0.225; number 46, C, carries 0.563; number 47, O, carries -0.564; number 48, O, carries -0.343; number 49, H, carries 0.354; number 50, H, carries 0.363; number 51, H, carries 0.365; number 52, H, carries 0.270; number 53, H, carries 0.367; number 54, H, carries 0.280; number 55, C, carries -1.132; number 56, C, carries 0.477; number 57, C, carries -0.474; number 58, O, carries -0.327; number 59, C, carries 0.643; number 60, O, carries -0.545; number 61, O, carries -0.290; number 62, H, carries 0.379; number 63, H, carries 0.414; number 64, H, carries -0.010; number 65, H, carries 0.226; number 66, H, carries 0.321; number 67, H, carries 0.301; number 68, C, carries -1.305; number 69, C, carries 0.502; number 70, C, carries -0.213; number 71, O, carries -0.321; number 72, C, carries 0.633; number 73, O, carries -0.559; number 74, O, carries -0.336; number 75, H, carries 0.351; number 76, H, carries 0.364; number 77, H, carries 0.274; number 78, H, carries 0.234; number 79, H, carries 0.321; number 80, H, carries 0.066



2.
Entry from the OMol25 dataset: C32H28NO3PV as an isolated structure in a non-equilibrium geometry (ωB97M-V/def2-TZVPD).

Positions of all 66 atoms, in Å:
1 V -0.1326 0.1334 -0.2158
2 N -0.1361 0.1334 1.7976
3 C 1.1417 0.1915 2.3978
4 C 1.2163 0.2340 3.7991
5 C 2.4487 0.2931 4.4450
6 C 3.6183 0.3083 3.6958
7 C 3.5579 0.2621 2.2999
8 C 2.3271 0.2018 1.6184
9 P 2.2341 0.1334 -0.2193
10 C 2.0089 1.8723 -0.7229
11 C 2.0593 2.9637 0.1561
12 C 1.8744 4.2714 -0.3059
13 C 1.6321 4.5105 -1.6556
14 C 1.5714 3.4425 -2.5450
15 C 1.7552 2.1366 -2.0818
16 C 3.9363 -0.2581 -0.7429
17 C 4.3222 -1.6102 -0.7708
18 C 5.6112 -1.9869 -1.1585
19 C 6.5383 -1.0172 -1.5280
20 C 6.1764 0.3267 -1.5096
21 C 4.8864 0.7028 -1.1212
22 H -0.6906 -0.6622 2.1582
23 H -0.7491 0.8880 2.1534
24 H 0.3095 0.2223 4.3976
25 H 2.4953 0.3265 5.5301
26 H 4.5842 0.3545 4.1926
27 H 4.4999 0.2799 1.7585
28 H 2.2439 2.8213 1.2171
29 H 1.9180 5.1015 0.3942
30 H 1.4870 5.5264 -2.0124
31 H 1.3787 3.6203 -3.5995
32 H 1.7006 1.3185 -2.7983
33 H 3.6163 -2.3884 -0.4851
34 H 5.8871 -3.0379 -1.1713
35 H 7.5406 -1.3078 -1.8306
36 H 6.8964 1.0884 -1.7975
37 H 4.6462 1.7630 -1.1129
38 O -1.4866 -1.2713 -0.2158
39 C -2.7811 -0.6048 -0.3412
40 C -2.6044 1.0079 -0.4421
41 O -3.6421 1.6613 -0.7940
42 O -1.4489 1.4854 -0.2158
43 C -3.4091 -1.1953 -1.6219
44 C -3.1643 -0.6165 -2.8808
45 C -3.6782 -1.1808 -4.0513
46 C -4.4314 -2.3493 -3.9908
47 C -4.6611 -2.9596 -2.7609
48 C -4.1444 -2.3958 -1.5907
49 C -3.5832 -0.8809 0.9511
50 C -3.0195 -1.5822 2.0331
51 C -3.7622 -1.8583 3.1847
52 C -5.0836 -1.4315 3.2822
53 C -5.6605 -0.7246 2.2306
54 C -4.9183 -0.4532 1.0780
55 H -1.3232 -1.7896 -1.0457
56 H -2.5787 0.2998 -2.9565
57 H -3.4908 -0.6955 -5.0047
58 H -4.8374 -2.7816 -4.8999
59 H -5.2436 -3.8742 -2.7057
60 H -4.3247 -2.9003 -0.6438
61 H -1.9837 -1.9113 1.9848
62 H -3.2986 -2.3977 4.0050
63 H -5.6576 -1.6363 4.1802
64 H -6.6840 -0.3699 2.3028
65 H -5.3802 0.1134 0.2692
66 H -0.1326 0.1334 -1.9683

Computed properties:
Spin multiplicity: 2
E_HOMO (alpha / beta), eV: -14.19 / -14.19
Gap between HOMO and LUMO (alpha / beta), eV: 4.80 / 6.04
Charge: +2

In elementary charge units, the natural (NBO) charges are: number 1, V, carries 1.326; number 2, N, carries -0.907; number 3, C, carries 0.110; number 4, C, carries -0.204; number 5, C, carries -0.139; number 6, C, carries -0.194; number 7, C, carries -0.098; number 8, C, carries -0.408; number 9, P, carries 1.031; number 10, C, carries -0.357; number 11, C, carries -0.200; number 12, C, carries -0.185; number 13, C, carries -0.119; number 14, C, carries -0.198; number 15, C, carries -0.182; number 16, C, carries -0.281; number 17, C, carries -0.204; number 18, C, carries -0.196; number 19, C, carries -0.130; number 20, C, carries -0.195; number 21, C, carries -0.210; number 22, H, carries 0.432; number 23, H, carries 0.443; number 24, H, carries 0.237; number 25, H, carries 0.253; number 26, H, carries 0.252; number 27, H, carries 0.236; number 28, H, carries 0.235; number 29, H, carries 0.248; number 30, H, carries 0.250; number 31, H, carries 0.251; number 32, H, carries 0.236; number 33, H, carries 0.222; number 34, H, carries 0.247; number 35, H, carries 0.246; number 36, H, carries 0.248; number 37, H, carries 0.234; number 38, O, carries -0.714; number 39, C, carries 0.109; number 40, C, carries 0.744; number 41, O, carries -0.503; number 42, O, carries -0.631; number 43, C, carries -0.142; number 44, C, carries -0.133; number 45, C, carries -0.215; number 46, C, carries -0.158; number 47, C, carries -0.193; number 48, C, carries -0.185; number 49, C, carries -0.106; number 50, C, carries -0.239; number 51, C, carries -0.200; number 52, C, carries -0.175; number 53, C, carries -0.194; number 54, C, carries -0.125; number 55, H, carries 0.557; number 56, H, carries 0.207; number 57, H, carries 0.238; number 58, H, carries 0.241; number 59, H, carries 0.241; number 60, H, carries 0.233; number 61, H, carries 0.178; number 62, H, carries 0.232; number 63, H, carries 0.241; number 64, H, carries 0.243; number 65, H, carries 0.244; number 66, H, carries -0.121



3.
Entry from the OMol25 dataset: C4H8O2 as an isolated structure in a non-equilibrium geometry (ωB97M-V/def2-TZVPD).

Positions of all 14 atoms, in Å:
1 C 0.1303 0.9176 -1.3700
2 C -0.0995 0.8834 0.1178
3 O -1.6741 0.2218 0.6621
4 C -0.8803 -0.8960 0.8629
5 C 0.5542 -0.2276 0.9004
6 O 1.5798 -0.9799 0.3019
7 H 0.1796 -0.0896 -1.7969
8 H -0.6885 1.4702 -1.8269
9 H 1.0797 1.4102 -1.6416
10 H -0.3043 1.8098 0.6096
11 H -0.8006 -1.4906 -0.0646
12 H -1.1270 -1.5502 1.7059
13 H 0.8898 0.0731 1.8974
14 H 1.1609 -1.5521 -0.3579

Computed properties:
ΔE to the lowest compared entry with this formula, charge and spin, kcal per mole: 72.67
E_HOMO, eV: -9.39
Gap between HOMO and LUMO, eV: 10.23

In elementary charge units, the natural (NBO) charges are: number 1, C, carries -0.666; number 2, C, carries 0.133; number 3, O, carries -0.593; number 4, C, carries -0.053; number 5, C, carries 0.013; number 6, O, carries -0.699; number 7, H, carries 0.213; number 8, H, carries 0.238; number 9, H, carries 0.245; number 10, H, carries 0.217; number 11, H, carries 0.119; number 12, H, carries 0.176; number 13, H, carries 0.192; number 14, H, carries 0.464



4.
Entry from the OMol25 dataset: C5H9O4S as an isolated structure in a non-equilibrium geometry (ωB97M-V/def2-TZVPD).

Positions of all 19 atoms, in Å:
1 C 1.6005 -1.5668 -0.9257
2 C 1.3572 -0.4111 -0.2902
3 C 1.7427 1.0712 -0.4775
4 C -1.4253 -1.1545 0.0192
5 C -0.3790 -0.3509 0.6654
6 O -0.9431 1.8791 -0.7052
7 O -2.3239 1.4943 1.3103
8 O 0.0041 2.1378 1.4976
9 O -2.5369 -1.0813 0.8537
10 S -0.9685 1.4084 0.6763
11 H 1.1176 -2.4937 -0.7682
12 H 2.3902 -1.6152 -1.5502
13 H 2.8695 1.1219 -0.2899
14 H 1.2473 1.6919 0.2896
15 H 1.5663 1.4213 -1.4622
16 H -1.5813 -0.6148 -1.0352
17 H -1.1017 -2.1971 -0.2108
18 H 0.0871 -0.5920 1.6407
19 H -2.7227 -0.1485 0.7624

Computed properties:
ΔE to the lowest compared entry with this formula, charge and spin, kcal per mole: 45.31
E_HOMO, eV: -5.36
Gap between HOMO and LUMO, eV: 8.97
Charge: -1

In elementary charge units, the natural (NBO) charges are: number 1, C, carries -0.498; number 2, C, carries 0.147; number 3, C, carries -0.713; number 4, C, carries -0.129; number 5, C, carries -0.490; number 6, O, carries -1.021; number 7, O, carries -1.012; number 8, O, carries -1.028; number 9, O, carries -0.739; number 10, S, carries 2.341; number 11, H, carries 0.192; number 12, H, carries 0.177; number 13, H, carries 0.181; number 14, H, carries 0.293; number 15, H, carries 0.229; number 16, H, carries 0.174; number 17, H, carries 0.168; number 18, H, carries 0.233; number 19, H, carries 0.494



5.
Entry from the OMol25 dataset: a 2-piece molecular cluster, C4H7ClNO overall in a non-equilibrium geometry (ωB97M-V/def2-TZVPD).

Positions of all 14 atoms, in Å:
1 C -0.6389 -1.0586 0.5086
2 C 0.9823 1.5429 -0.1969
3 C 0.0587 -0.7227 -0.6715
4 C 1.4161 0.1273 -0.6337
5 N -3.7446 -0.7952 1.3071
6 O -3.8627 -1.5355 2.1361
7 Cl -0.2645 -0.7341 2.0621
8 H -0.1432 1.4698 -0.1612
9 H 1.3434 1.8870 0.7586
10 H 1.2704 2.3675 -0.9491
11 H 0.2082 -1.7959 -1.0255
12 H -0.5956 -0.3213 -1.3692
13 H 1.8637 -0.1003 -1.7448
14 H 2.1067 -0.3309 -0.0209

Computed properties:
ΔE to the lowest compared entry with this formula, charge and spin, kcal per mole: 141.45
E_HOMO (alpha / beta), eV: -12.43 / -14.79
Gap between HOMO and LUMO (alpha / beta), eV: 5.14 / 8.43
Charge: +1

In elementary charge units, the natural (NBO) charges are: number 1, C, carries 0.315; number 2, C, carries -0.635; number 3, C, carries -0.637; number 4, C, carries -0.374; number 5, N, carries 0.312; number 6, O, carries -0.078; number 7, Cl, carries 0.290; number 8, H, carries 0.191; number 9, H, carries 0.238; number 10, H, carries 0.259; number 11, H, carries 0.338; number 12, H, carries 0.308; number 13, H, carries 0.251; number 14, H, carries 0.221



6.
Entry from the OMol25 dataset: one molecule with the formula CH2Cl2O3 in a non-equilibrium geometry (ωB97M-V/def2-TZVPD).

Positions of all 8 atoms, in Å:
1 C -0.2462 -0.3054 0.2830
2 O -1.3049 -0.1817 -0.4483
3 O 0.3852 1.1326 0.7262
4 O 0.6797 -0.9346 -0.5277
5 Cl -0.3667 2.3268 -0.1210
6 Cl 2.1125 -1.5930 0.0969
7 H -0.2717 -0.7560 1.1818
8 H -0.9880 0.3112 -1.1908

Computed properties:
ΔE to the lowest compared entry with this formula, charge and spin, kcal per mole: 72.75
E_HOMO, eV: -10.20
Structure (SMILES): OC(OCl)OCl
Gap between HOMO and LUMO, eV: 9.87

In elementary charge units, the natural (NBO) charges are: number 1, C, carries 0.631; number 2, O, carries -0.627; number 3, O, carries -0.595; number 4, O, carries -0.533; number 5, Cl, carries 0.212; number 6, Cl, carries 0.255; number 7, H, carries 0.161; number 8, H, carries 0.495